[1]
The molecule C6H6ClN4OP, computed with ωB97M-V/def2-TZVPD.

LUMO level (alpha / beta) in hartree: 0.0168 / -0.1011
⟨S²⟩: 2.015
Multiplicity: 3
Orbital gap (alpha / beta) in eV: 6.1 / 6.9

XYZ file:
```
19
Properties=species:S:1:pos:R:3:lowdin_spin:R:1
C -0.119 2.603 -1.561 0.006
C -1.415 -1.074 2.506 0.395
C 0.352 1.866 -0.553 0.005
C -0.434 -0.346 1.867 0.614
C 0.295 0.709 -2.427 0.004
C -0.676 -2.290 0.972 0.472
N -0.234 1.797 -2.731 0.001
N -1.587 -2.244 1.921 0.102
N 0.567 0.609 -1.070 0.003
N 0.096 -1.178 0.877 0.245
O 1.402 -1.765 -1.367 0.007
P 1.226 -0.754 -0.341 0.060
Cl 2.857 0.020 0.483 0.019
H -0.459 3.654 -1.513 0.000
H -2.214 -0.639 3.125 0.013
H 0.242 1.798 0.541 0.003
H 0.040 0.628 2.130 0.032
H 0.538 -0.132 -3.224 0.000
H -0.477 -3.259 0.364 0.017
```



[2]
The molecule C6H6ClNOS, computed with ωB97M-V/def2-TZVPD.

LUMO level in hartree: 0.0093
Multiplicity: 1
Orbital gap in eV: 8.9
Energy above the lowest of the compared OMol25 structures with the same formula, charge and spin in eV: 1.963

XYZ file:
```
16
Properties=species:S:1:pos:R:3:lowdin_charge:R:1
C 0.881 -1.758 1.153 0.022
C 0.715 -0.573 0.510 -0.545
S 1.236 0.984 1.184 0.943
C 0.411 1.747 -0.221 -0.425
C -0.066 0.944 -1.156 -0.168
C -0.013 -0.546 -0.845 -0.224
O -1.419 -1.155 -0.840 -0.118
N -2.524 -0.706 -0.263 -0.045
C -2.685 0.471 0.133 -0.625
Cl -4.264 0.814 0.716 0.636
H 0.759 -2.731 0.822 0.043
H 1.323 -1.854 2.147 0.064
H -0.007 2.811 -0.139 0.112
H -0.585 1.491 -1.948 0.122
H 0.481 -1.243 -1.590 0.169
H -1.956 1.204 0.269 0.039
```



[3]
The molecule C6H6ClNOS, computed with ωB97M-V/def2-TZVPD.

LUMO level (alpha / beta) in hartree: -0.0471 / -0.0465
Multiplicity: 1
Orbital gap (alpha / beta) in eV: 7.0 / 7.2
Energy above the lowest of the compared OMol25 structures with the same formula, charge and spin in eV: 1.517

XYZ file:
```
16
Properties=species:S:1:pos:R:3:lowdin_charge:R:1
C 2.049 -0.600 -0.248 -0.041
C 1.032 -1.448 -0.389 -0.169
C 1.878 0.865 -0.035 -0.047
C 0.626 1.298 0.178 -0.041
C -0.224 -1.032 -0.109 -0.401
C -0.582 0.374 0.411 -0.365
N -1.705 0.846 -0.437 -0.453
O -2.739 -1.426 0.414 -0.591
S -1.585 -2.134 -0.104 0.989
Cl -2.573 2.353 -0.096 0.510
H 2.914 -1.041 -0.536 0.070
H 1.196 -2.502 -0.745 0.140
H 2.670 1.571 0.164 0.101
H 0.400 2.374 0.340 0.108
H -0.788 0.346 1.455 0.138
H -2.569 0.155 -0.265 0.049
```



[4]
C6H6EuLiO2 as an isolated structure, computed with ωB97M-V/def2-TZVPD.

LUMO level (alpha / beta) in hartree: -0.3138 / -0.3102
⟨S²⟩: 20.014
Multiplicity: 9
Total charge: +2
Orbital gap (alpha / beta) in eV: 5.0 / 8.0
Energy above the lowest of the compared OMol25 structures with the same formula, charge and spin in eV: 0.771

XYZ file:
```
16
Properties=species:S:1:pos:R:3:lowdin_spin:R:1
C -1.248 -0.054 1.728 0.027
C -0.895 -0.965 0.791 0.007
C 0.426 -1.056 0.104 0.126
H -2.243 -0.097 2.176 0.005
H -0.500 0.611 2.177 0.003
H -1.643 -1.680 0.437 0.001
H 0.242 -1.427 -0.919 0.013
C 1.327 -2.016 0.732 0.505
O 1.667 -2.307 1.810 0.267
O -0.357 1.387 -1.818 -0.014
C 0.895 1.287 -1.392 0.007
C 1.150 0.644 -0.218 0.008
Eu -1.866 1.661 -0.209 7.043
Li -0.753 1.448 -3.627 0.000
H 2.137 0.777 0.225 0.000
H 1.660 1.787 -1.997 0.000
```



[5]
C6H6EuO3 as an isolated structure, computed with ωB97M-V/def2-TZVPD.

LUMO level (alpha / beta) in hartree: -0.0302 / -0.0290
⟨S²⟩: 15.762
Multiplicity: 8
Orbital gap (alpha / beta) in eV: 6.5 / 6.7
Energy above the lowest of the compared OMol25 structures with the same formula, charge and spin in eV: 0.000

XYZ file:
```
16
Properties=species:S:1:pos:R:3:lowdin_spin:R:1
O 3.546 1.094 -0.517 -0.026
C 3.439 -0.093 0.030 0.000
O 4.342 -0.928 0.099 -0.001
C -1.590 -0.595 -0.101 0.000
H -1.604 -1.440 0.608 0.000
H -1.542 -1.068 -1.097 0.000
C -2.826 0.275 0.041 0.000
H -2.831 1.082 -0.705 0.000
H -3.730 -0.332 -0.102 0.000
H -2.874 0.734 1.037 0.000
C 2.069 -0.127 0.572 -0.012
C 0.981 -0.645 -0.029 0.000
C -0.281 0.102 0.091 0.001
O -0.230 1.333 0.303 -0.006
Eu 2.072 2.253 0.289 7.044
H 1.058 -1.645 -0.520 0.000
```



[6]
An isolated ion of composition C6H6F3N6 and charge +1, computed with ωB97M-V/def2-TZVPD.

LUMO level in hartree: -0.1958
Multiplicity: 1
Total charge: +1
Orbital gap in eV: 8.1
Energy above the lowest of the compared OMol25 structures with the same formula, charge and spin in eV: 0.116

XYZ file:
```
21
Properties=species:S:1:pos:R:3:lowdin_charge:R:1
N -2.673 0.725 0.741 0.239
C -1.370 0.594 0.431 -0.385
N -0.344 0.477 1.219 0.186
C -0.413 -0.002 2.488 -0.651
F 0.763 0.175 3.129 0.120
F -1.459 0.304 3.219 0.195
F -0.401 -1.439 2.499 0.034
N -1.070 0.858 -0.888 0.204
C -0.005 0.467 -1.481 -0.216
N 0.127 0.708 -2.826 0.168
C 1.143 -0.045 -3.246 -0.104
N 1.835 -0.663 -2.320 0.141
C 1.137 -0.376 -1.184 -0.185
C 1.486 -0.740 0.066 0.145
N 2.209 -1.127 1.060 0.245
H -3.292 0.888 -0.086 0.157
H -3.138 0.561 1.554 0.080
H -0.357 1.386 -3.320 0.152
H 1.291 -0.231 -4.355 0.179
H 2.437 -0.470 1.708 0.091
H 2.094 -2.049 1.594 0.205
```



[7]
A 2-piece molecular cluster, C6H6F3O4S overall, computed with ωB97M-V/def2-TZVPD.

LUMO level (alpha / beta) in hartree: 0.1167 / 0.1222
Multiplicity: 1
Total charge: -1
Orbital gap (alpha / beta) in eV: 6.6 / 7.7
Energy above the lowest of the compared OMol25 structures with the same formula, charge and spin in eV: 1.026

XYZ file:
```
20
Properties=species:S:1:pos:R:3:lowdin_charge:R:1
C 0.058 -0.098 0.835 -0.029
C 0.033 -0.055 -0.498 -0.350
C 1.367 0.445 1.334 -0.125
C 2.064 0.735 0.019 -0.157
C -1.011 -0.484 -1.470 -0.014
C 2.748 2.024 -0.146 -0.561
O 3.371 -2.471 -0.956 -0.392
O 5.323 -1.038 -0.488 -0.391
O 3.916 -1.866 1.378 -0.399
O 1.161 0.473 -1.045 0.021
F 3.767 2.191 0.718 0.125
F 3.244 2.238 -1.374 0.133
F 1.958 3.168 0.085 0.054
S 4.038 -1.556 -0.042 0.527
H -0.718 -0.467 1.478 0.099
H 1.241 1.342 1.962 0.119
H 1.923 -0.292 1.925 0.100
H -1.536 0.382 -1.875 0.079
H -1.730 -1.141 -0.988 0.077
H -0.530 -1.007 -2.294 0.084
```



[8]
A 2-piece molecular cluster, C6H6F4N2 overall, computed with ωB97M-V/def2-TZVPD.

LUMO level (alpha / beta) in hartree: 0.0191 / -0.0030
Multiplicity: 1
Orbital gap (alpha / beta) in eV: 8.8 / 8.3
Energy above the lowest of the compared OMol25 structures with the same formula, charge and spin in eV: 4.157

XYZ file:
```
18
Properties=species:S:1:pos:R:3:lowdin_charge:R:1
C -2.454 -1.215 0.337 -0.125
C -1.251 -1.092 0.916 -0.107
C -0.950 -1.668 -1.219 -0.105
C 0.484 2.257 0.073 -0.033
C 1.786 1.675 -0.211 -0.357
C 1.091 -1.280 0.201 -0.305
N -2.196 -1.388 -1.021 0.039
N -0.275 -1.339 0.001 -0.005
F 2.089 1.584 -1.573 0.028
F 2.827 1.944 0.537 0.124
F 1.579 -1.102 1.428 0.115
F 1.871 -2.170 -0.490 0.092
H -3.455 -0.910 0.714 0.115
H -0.826 -0.914 1.944 0.143
H -0.557 -1.907 -2.200 0.130
H -0.015 1.928 1.023 0.103
H -0.241 2.296 -0.708 0.081
H 0.493 3.301 0.247 0.066
```



no.,calculated total energy (eV)
1,-36135.2445
2,-33209.9331
3,-33210.3800
4,-29928.3806
5,-31788.4979
6,-23403.7603
7,-33496.7338
8,-20164.8073